Computed, not measured: a 2-piece molecular cluster, C10H18P overall in a non-equilibrium geometry, with ωB97M-V/def2-TZVPD.

E_HOMO ... -0.476 Ha
Spin multiplicity ... 1
Gap between HOMO and LUMO ... 7.4 eV
Net charge ... +1
Energy above the lowest of the compared OMol25 structures with the same formula, charge and spin ... 53.24 kcal/mol
Lowest unoccupied orbital energy ... -0.2038 hartree
F_max ... 5.88 eV Å⁻¹

Structure (XYZ):
```
29
Properties=species:S:1:pos:R:3:forces:R:3
C 0.919208 -0.532787 -1.195000 -0.58 1.15 -0.21
C 0.608198 -1.635355 -0.428197 0.24 2.03 2.46
C 0.766987 0.741352 -0.532483 0.69 1.06 -0.11
C 0.313063 -1.237985 0.965994 -0.20 0.00 -0.73
C 1.225897 -0.582918 -2.631630 1.53 1.00 -2.18
C 0.832442 -2.929265 -0.982912 -0.77 -5.22 -1.05
C 1.283189 1.903287 -0.974881 -3.06 0.65 4.98
C 0.052000 -1.984342 2.250703 -1.63 -1.01 -0.78
C -2.988278 2.984936 -0.163799 0.25 1.39 -2.07
C 0.795801 1.321603 2.381396 -2.25 -1.56 0.70
P -0.086999 0.482401 1.035752 -0.39 0.10 -1.09
H 1.581496 0.387753 -3.176190 -0.28 -1.50 1.68
H 0.346084 -0.763202 -3.237907 -0.51 -0.56 0.13
H 1.964420 -1.382668 -2.872234 -0.56 0.59 0.16
H 0.829127 -3.061992 -2.097537 -0.19 0.88 0.97
H 0.100755 -3.769129 -0.687006 0.73 1.51 -0.02
H 1.789075 -3.396437 -0.713835 0.07 0.44 0.28
H 1.176909 2.888284 -0.437249 -0.28 -1.34 -0.06
H -2.787155 2.715799 0.845809 0.63 0.73 0.94
H 1.790000 2.098296 -1.785968 2.77 0.02 -4.49
H 0.750935 -1.799271 3.028341 1.70 -0.07 0.27
H -0.111632 -3.109433 2.136814 0.09 1.69 0.25
H -0.777398 -1.447440 2.794168 0.01 -1.03 -0.93
H -2.275432 2.490817 -0.860333 -0.33 0.52 0.48
H -3.230834 4.065683 -0.504297 1.11 -1.57 1.21
H -3.915424 2.532420 -0.319385 -1.63 -1.09 -0.55
H 0.174940 1.439143 3.254886 -1.03 0.39 0.01
H 1.104411 2.278063 2.117113 1.35 1.31 -0.55
H 1.380659 0.548802 2.762688 2.53 -0.50 0.32
```
Positions in Å, forces in eV/Å.

***

Computed, not measured: an isolated ion of composition C3H8NOS and charge +1 in a non-equilibrium geometry, with ωB97M-V/def2-TZVPD.

E_HOMO ... -0.498 Ha
Spin multiplicity ... 1
Gap between HOMO and LUMO ... 9.2 eV
Net charge ... +1
Energy above the lowest of the compared OMol25 structures with the same formula, charge and spin ... 21.87 kcal/mol
SMILES ... [NH3+][C@@H](C=O)CS
Lowest unoccupied orbital energy ... -0.1585 hartree
F_max ... 4.15 eV Å⁻¹

Structure (XYZ):
```
14
Properties=species:S:1:pos:R:3:forces:R:3
N 0.524775 -0.988099 1.127843 -1.75 0.95 1.14
C 0.024381 0.280329 0.394764 2.43 -1.54 -1.51
C 1.403039 0.472776 -0.516832 1.92 -0.25 1.96
O 2.385233 -0.291372 -0.488050 -3.78 1.71 0.14
C -1.097945 -0.065320 -0.604313 0.87 -0.50 -0.15
S -1.584207 1.246423 -1.743941 0.36 0.10 -0.07
H 0.119539 -1.825245 0.760735 -0.87 -0.76 -0.12
H 0.363195 -0.917406 2.136963 -0.08 -0.29 -0.21
H 1.504050 -1.131205 0.958846 1.44 0.31 -0.33
H -0.261940 1.036113 1.143980 0.63 -0.09 -0.51
H 1.471529 1.446256 -0.961219 -0.09 0.41 -0.97
H -1.982432 -0.415025 -0.082980 0.00 -0.42 -0.03
H -0.628139 -0.829562 -1.274949 -0.92 0.20 0.48
H -2.241077 1.981338 -0.850847 -0.17 0.17 0.19
```
Positions in Å, forces in eV/Å.

***

Computed, not measured: C23H43N2OP3SeZr as an isolated structure in a non-equilibrium geometry, with ωB97M-V/def2-TZVPD.

E_HOMO ... -0.698 Ha
Spin multiplicity ... 1
Gap between HOMO and LUMO ... 4.1 eV
Net charge ... +4
Lowest unoccupied orbital energy ... -0.5480 hartree
F_max ... 3.15 eV Å⁻¹

Structure (XYZ):
```
74
Properties=species:S:1:pos:R:3:forces:R:3
Zr 0.634711 0.217872 -0.668570 -1.71 -0.43 2.37
P -1.198305 -0.314207 1.502963 -0.76 -0.39 1.57
P 1.609262 -2.253606 -0.838909 0.79 -2.31 -0.38
P -1.601104 -0.708517 -1.931070 -1.44 -0.67 -0.87
H 0.723102 3.246779 -1.059926 -0.06 -0.39 0.17
C -0.221868 2.699555 -1.081319 -1.20 0.40 1.37
C -0.882212 2.402925 0.090430 0.43 1.10 -1.17
H -0.433276 2.635056 1.062248 0.03 -0.16 -0.32
C -0.713031 0.363825 3.142461 0.51 0.36 -0.21
C -1.331369 -2.088668 1.962115 0.35 -0.26 -0.51
C -2.979491 0.144853 1.566584 -0.02 0.30 -0.65
C 2.631238 -2.495311 -2.341176 -0.02 0.65 -0.27
C 2.776666 -2.829354 0.440756 0.10 0.58 0.54
C 0.518940 -3.714574 -0.955482 -0.51 0.19 0.07
C -2.924412 0.516823 -2.245965 0.27 0.51 0.31
C -2.627932 -2.123323 -1.375515 0.32 -0.19 0.39
C -1.238653 -1.241069 -3.644963 0.51 0.05 -0.01
H -0.723018 2.691831 -2.053520 0.00 -0.11 0.41
H -1.953615 2.194312 0.106041 0.39 -0.24 -0.25
H -0.405676 1.410502 3.042178 -0.07 -0.11 0.20
H 0.126494 -0.198630 3.566196 -0.23 0.11 -0.08
H -1.568423 0.308585 3.830039 0.24 -0.05 -0.26
H -0.335981 -2.487042 2.195420 -0.21 0.00 0.04
H -1.762593 -2.679358 1.145971 0.06 0.09 0.26
H -1.973573 -2.190439 2.849056 0.19 0.15 -0.22
H -3.099894 1.220864 1.411848 -0.15 -0.17 0.16
H -3.363681 -0.102957 2.564497 0.18 -0.02 -0.26
H -3.579162 -0.381491 0.817829 0.09 0.13 0.19
H 3.253798 -3.386121 -2.191629 -0.18 0.20 -0.08
H 3.266039 -1.617228 -2.506394 0.10 -0.33 -0.02
H 1.993414 -2.627760 -3.222752 0.11 -0.02 0.14
H 3.345371 -3.676818 0.036619 -0.22 0.18 0.10
H 2.232246 -3.143908 1.340129 0.14 -0.02 -0.18
H 3.467164 -2.023518 0.715499 0.04 -0.31 -0.07
H 1.149506 -4.612566 -0.977161 -0.06 0.22 -0.01
H -0.082545 -3.682796 -1.871213 0.16 -0.08 0.18
H -0.144933 -3.769721 -0.085346 0.15 -0.10 -0.18
H -3.542290 0.137468 -3.070827 0.12 0.09 0.24
H -2.496909 1.484330 -2.528737 -0.25 -0.12 -0.09
H -3.551606 0.655002 -1.356641 0.13 -0.02 -0.21
H -3.325141 -2.377506 -2.185779 0.17 0.16 0.13
H -3.206733 -1.875842 -0.479219 0.12 -0.08 -0.28
H -2.007454 -3.000708 -1.164308 -0.27 0.17 -0.08
H -2.186837 -1.295109 -4.195446 0.28 -0.10 0.08
H -0.743988 -2.220087 -3.653614 -0.13 0.17 -0.09
H -0.574003 -0.514114 -4.132036 -0.31 -0.20 -0.13
C 1.809260 2.428156 -4.146228 -0.07 -0.45 0.11
C 1.388395 3.726042 -3.843172 -0.70 0.69 0.34
C 1.589845 4.768770 -4.761893 -0.08 -0.61 0.66
C 2.226651 4.520994 -5.983403 0.10 -0.42 -0.04
C 2.660789 3.222724 -6.285640 -0.13 -0.21 0.46
C 2.466690 2.185100 -5.363025 0.30 -0.77 -0.52
Se 1.438804 0.789418 -3.001808 1.55 2.70 -0.49
H 2.066587 1.195493 -1.289118 1.16 0.44 -2.25
H 0.886556 3.932959 -2.903697 0.12 0.20 -0.37
H 1.240876 5.774302 -4.524446 0.12 -0.31 0.06
H 2.384348 5.333601 -6.696226 -0.08 -0.26 0.20
H 3.146333 3.017546 -7.240901 -0.09 -0.04 0.34
H 2.807513 1.175810 -5.594077 0.01 0.27 -0.11
N 4.660159 1.448743 5.464956 -0.49 0.51 -0.91
C 4.455919 2.309816 4.409238 1.28 0.30 1.95
O 4.968565 3.411884 4.356293 -0.77 -0.84 -0.67
C 3.611347 1.774726 3.297202 -0.61 -0.33 -1.04
C 3.173038 0.445794 3.208312 -0.24 -0.18 -0.27
C 2.371945 0.046337 2.143268 0.19 0.26 0.01
N 2.042181 0.882360 1.121657 -0.56 -0.25 -0.13
C 2.478369 2.171396 1.191108 0.31 -0.30 0.38
C 3.242878 2.634597 2.253019 -0.25 0.24 -0.39
H 5.146105 1.842145 6.257857 0.09 -0.02 0.05
H 4.032482 0.683556 5.651246 0.15 0.09 0.13
H 3.443380 -0.306007 3.948086 -0.07 0.21 -0.15
H 1.976338 -0.976486 2.097331 0.24 0.51 0.01
H 2.210080 2.823658 0.353675 0.22 -0.16 0.42
H 3.551027 3.678932 2.251323 0.10 -0.21 0.20
```
Positions in Å, forces in eV/Å.

***

Computed, not measured: C2H3N3OS in the gas phase in a non-equilibrium geometry, with ωB97M-V/def2-TZVPD.

E_HOMO ... -0.359 Ha
Spin multiplicity ... 1
Gap between HOMO and LUMO ... 10.4 eV
Energy above the lowest of the compared OMol25 structures with the same formula, charge and spin ... 60.12 kcal/mol
SMILES ... NOc1nncs1
Lowest unoccupied orbital energy ... 0.0212 hartree
F_max ... 4.60 eV Å⁻¹

Structure (XYZ):
```
10
Properties=species:S:1:pos:R:3:forces:R:3
N -2.312454 -0.338964 -0.231632 0.68 -2.72 -3.65
O -1.291259 -1.120960 0.427171 1.26 2.01 -0.96
C -0.092833 -0.415417 0.271510 -0.89 -1.94 0.56
N 0.064222 0.853729 0.329310 -2.26 -0.15 0.68
N 1.312638 1.221645 0.248361 2.72 0.10 -0.95
C 2.146310 0.225698 0.015305 -1.25 1.24 0.47
S 1.355634 -1.296132 -0.005037 0.28 -0.07 -0.09
H -2.456900 0.452365 0.288162 -0.08 2.52 1.62
H -1.896684 -0.059958 -1.197386 -0.99 -0.49 2.27
H 3.171328 0.477996 -0.145768 0.52 -0.50 0.04
```
Positions in Å, forces in eV/Å.